Record 1
98
Properties=species:S:1:pos:R:3 method="wB97M-V/def2-TZVPD" total_charge=+1 homo_ev=-8.30 total_energy_ha=-2896.33628 max_force_ha_per_bohr=0.065
C 1.74851 -1.87124 -1.36273
C 1.73003 0.34435 -2.14958
C 2.63127 -2.26759 -2.36830
C 2.47823 -0.06563 -3.29149
C 2.96552 -1.35702 -3.37329
H 2.99888 -3.29145 -2.35304
H 2.70114 0.68834 -4.04543
H 3.58466 -1.67431 -4.20765
N 1.32648 -0.60429 -1.22235
P -0.33571 -2.73257 0.40966
P 1.11600 2.49115 -0.38844
C 1.32757 -2.93180 -0.33181
H 1.38776 -3.92731 -0.79979
H 2.06981 -2.93255 0.48470
C 1.45755 1.72859 -1.94256
H 1.57295 2.36646 -2.82611
C -0.29262 3.80493 -0.69283
C 2.84277 3.29129 -0.03737
C -1.47835 -3.52764 -0.89061
C -0.19020 -3.69384 2.04420
C -1.60688 3.24953 -0.10646
H -1.50951 3.02801 0.96640
H -2.39236 4.01208 -0.21776
H -1.95621 2.34658 -0.62936
C 0.03811 5.11290 0.03781
H 0.14627 4.95936 1.11922
H 0.94144 5.59362 -0.35370
H -0.79608 5.81551 -0.11468
C -0.47376 4.06803 -2.18886
H -1.26422 4.82498 -2.31015
H 0.43601 4.46449 -2.65769
H -0.79317 3.16742 -2.72833
C 2.84803 3.86204 1.39042
H 2.57497 3.10075 2.13310
H 3.86146 4.22527 1.61948
H 2.15520 4.70279 1.50839
C 3.89019 2.16999 -0.13917
H 3.62246 1.30046 0.47242
H 4.02311 1.84646 -1.17894
H 4.85639 2.55948 0.21999
C 3.15564 4.36839 -1.09014
H 2.76648 4.11217 -2.08422
H 2.78214 5.36112 -0.81195
H 4.24849 4.45849 -1.19510
C -1.57024 -3.72793 2.72306
H -1.46313 -4.16438 3.72811
H -1.99205 -2.71828 2.84165
H -2.29288 -4.34568 2.17302
C 0.79271 -2.93736 2.95869
H 1.80721 -2.89333 2.54300
H 0.45601 -1.91538 3.18205
H 0.85579 -3.47837 3.91673
C 0.33718 -5.11860 1.82416
H 0.58827 -5.54888 2.80564
H -0.40883 -5.77939 1.36920
H 1.24965 -5.14127 1.21399
C -1.22981 -2.85592 -2.25322
H -1.98870 -3.22092 -2.96369
H -1.33375 -1.76433 -2.19818
H -0.24299 -3.10422 -2.66348
C -2.94009 -3.27429 -0.47768
H -3.17007 -2.19945 -0.43932
H -3.59388 -3.73324 -1.23600
H -3.18489 -3.72600 0.49239
C -1.22701 -5.03734 -1.01785
H -0.16839 -5.28816 -1.16968
H -1.61136 -5.59682 -0.15479
H -1.77489 -5.39961 -1.90200
Pb -0.51537 0.07311 0.58493
C 1.73586 0.25160 1.80356
O 2.67210 0.00187 2.43403
N -3.20866 0.02045 -1.20734
C -3.29191 0.22218 -2.36388
C -3.22059 0.55533 -3.75691
C -4.38204 0.62268 -4.54913
C -1.97245 0.88030 -4.31781
C -4.27884 0.96125 -5.90267
H -5.35355 0.42270 -4.09765
C -1.87768 1.22105 -5.67254
H -1.07440 0.88150 -3.68761
C -3.02930 1.25617 -6.46351
H -5.17714 0.99302 -6.52193
H -0.90081 1.45425 -6.10039
H -2.95309 1.50662 -7.52363
C -1.69134 0.15437 6.32429
N -1.21012 0.17817 4.93416
C -0.11827 0.90097 4.57913
S -0.04084 1.71992 3.05859
N 0.89964 1.01953 5.45996
C 1.32646 -0.08514 6.33268
H -1.09848 0.82064 6.95950
H -1.63700 -0.86919 6.71096
H -2.73700 0.47808 6.34002
H -1.94654 0.21824 4.22691
H 1.64806 1.63152 5.13445
H 2.38851 -0.28619 6.14994
H 1.20736 0.21100 7.38144
H 0.74706 -0.99470 6.13873

---

Record 2
72
Properties=species:S:1:pos:R:3 method="wB97M-V/def2-TZVPD" multiplicity=3 total_charge=+1 s_squared=2.065 homo_ev="-9.05 / -10.82" total_energy_ha=-2635.54101 de_lowest_kcal_mol=70.37 max_force_ha_per_bohr=0.090
C 1.16811 3.85567 -2.75243
C 1.64633 2.68227 -3.51854
C 0.42072 2.01202 -4.02091
H 2.62237 2.46221 -3.96128
C -0.66175 2.93039 -3.89766
C -0.22006 4.00754 -3.05066
H -0.81711 4.86360 -2.68603
H 1.77248 4.59577 -2.23940
H 0.41396 1.09069 -4.59865
H -1.65943 2.81921 -4.33085
Au 1.32216 1.30314 -1.89435
Si -0.12707 -1.11690 -1.23501
C 0.67969 -2.34104 -0.04452
C -0.08919 -3.08197 0.85527
H -1.14457 -2.84154 0.98673
C 0.48061 -4.08253 1.64712
H -0.13762 -4.56065 2.40826
C 1.83245 -4.41317 1.49465
H 2.27661 -5.23824 2.06576
C 2.58520 -3.69796 0.56039
H 3.64106 -3.93805 0.41364
C 2.03818 -2.63350 -0.16492
H 2.66182 -2.04891 -0.84240
C -1.38058 -2.44235 -1.88663
C -0.87708 -3.52654 -2.62349
H 0.10049 -3.45679 -3.08197
C -1.57007 -4.74046 -2.72625
H -1.10643 -5.60857 -3.21185
C -2.85670 -4.80570 -2.19358
H -3.39317 -5.75047 -2.27629
C -3.45235 -3.67192 -1.63213
H -4.48185 -3.70111 -1.28519
C -2.72498 -2.47301 -1.51495
H -3.22794 -1.59070 -1.11944
H 0.91686 -0.66978 -2.20961
Si -0.95766 -0.11766 2.90730
C -1.82205 0.02581 1.13975
C -1.06324 0.22904 -0.17511
H -0.21061 0.89158 0.12680
C -1.87148 0.75836 -1.31450
H -1.47754 0.73757 -2.36074
C -3.15883 1.23324 -1.19736
H -3.59615 1.85173 -2.00738
C -3.84551 0.94703 0.00251
H -4.89143 1.25147 0.04896
C -3.19209 0.34018 1.12199
H -3.77069 0.20117 2.06500
C 0.84897 -0.79224 3.12154
C 1.84693 -0.37844 2.22899
H 1.58308 0.29741 1.40762
C 3.20144 -0.74087 2.37720
H 3.92811 -0.45195 1.61115
C 3.60069 -1.44855 3.52189
H 4.66726 -1.64266 3.71776
C 2.61330 -1.89600 4.41751
H 2.94064 -2.41016 5.33773
C 1.24513 -1.65593 4.17037
H 0.46191 -2.09157 4.78770
H -1.72387 -0.96138 3.71354
Cl -0.95700 1.79295 3.76080
C 0.35143 6.21365 1.23279
O -0.57949 5.27963 0.64326
C -0.17179 4.00701 0.44424
O -0.90073 3.03793 0.23824
N 1.20163 3.91071 0.41620
N 1.68394 2.56460 0.41562
H 0.94920 6.74443 0.45876
H 1.08376 5.78770 1.96879
H -0.29867 6.93514 1.76552
H 1.87683 4.70144 0.59280
H 1.08626 2.13746 1.14210
H 2.66720 2.51951 0.71785

---

Record 3
38
Properties=species:S:1:pos:R:3 method="wB97M-V/def2-TZVPD" homo_ev=-8.33 total_energy_ha=-1053.12193 de_lowest_kcal_mol=140.74 max_force_ha_per_bohr=0.063
Ag -0.92440 0.71721 -5.08553
F -0.68192 0.44192 -1.00413
C -0.65259 6.26355 -2.91005
O -0.26719 5.02619 -3.32488
H 0.06729 6.51310 -2.13057
H -0.40442 6.87403 -3.77828
H -1.65571 6.41291 -2.51061
H -0.06817 4.43887 -2.59205
C 4.18991 -1.63672 -2.00366
C 4.66614 -1.34242 -0.53553
O 3.56962 -1.22009 0.25177
O 3.37742 -0.46135 -2.45314
H 3.58981 -2.54665 -2.00078
H 5.04548 -1.63360 -2.67901
H 5.24042 -0.42563 -0.66895
H 5.32758 -2.06242 -0.05367
H 2.97251 -0.54967 -0.08821
H 2.57952 -0.50073 -1.92078
C 0.09356 1.61664 4.12944
C 0.01569 0.11161 4.27317
O 1.16461 -0.38216 4.92814
O 0.66714 2.06682 2.93276
H 0.74238 2.11077 4.85260
H -0.91529 2.02836 4.10061
H -0.18694 -0.54526 3.42726
H -0.75182 -0.13691 5.00615
H 1.81505 -0.58115 4.25070
H 0.38883 1.47987 2.22591
C -4.70530 -2.94024 -0.45601
C -3.71713 -4.12350 -0.45407
O -2.66655 -3.70969 -1.26124
O -4.19207 -1.86094 0.28578
H -5.55572 -3.22153 0.16510
H -5.04738 -2.62442 -1.44157
H -3.98394 -5.10940 -0.83475
H -3.26393 -4.22227 0.53232
H -2.30602 -2.88927 -0.91696
H -3.56648 -1.37584 -0.25729